The following is a quantum chemistry calculation of C7H14INO4S in the gas phase, from OMol25.

Positions of all 28 atoms, in Å:
C 1.810 -1.778 0.036
C 2.799 -0.610 -0.036
C 2.172 0.763 -0.324
I 3.647 2.275 0.050
C 0.860 0.998 0.442
O 0.608 2.402 0.653
S -0.711 2.917 -0.066
O -0.411 4.045 -0.865
O -1.773 2.949 0.878
O -0.873 1.650 -1.024
C -0.375 0.481 -0.350
C -1.435 -0.216 0.486
C -2.384 -1.026 -0.387
N -3.466 -1.583 0.419
H 1.227 -1.878 -0.882
H 2.361 -2.709 0.169
H 1.119 -1.698 0.877
H 3.375 -0.559 0.889
H 3.507 -0.817 -0.840
H 1.990 0.862 -1.394
H 0.905 0.533 1.427
H -0.044 -0.187 -1.145
H -0.933 -0.867 1.209
H -2.012 0.517 1.053
H -2.822 -0.362 -1.136
H -1.810 -1.787 -0.936
H -3.133 -2.365 0.972
H -4.198 -1.951 -0.176

Forces on the atoms, in the same order (eV/Å):
C 0.062 -0.053 -0.067
C -0.156 -0.030 -0.086
C -0.094 -0.064 -0.060
I -0.025 -0.029 0.046
C 0.064 0.121 -0.002
O 0.036 -0.141 -0.040
S 0.012 -0.107 -0.237
O -0.038 -0.005 0.053
O 0.005 0.076 0.025
O -0.048 0.122 0.063
C 0.290 -0.326 0.136
C -0.119 0.129 -0.020
C -0.017 0.026 0.006
N 0.013 -0.152 -0.089
H 0.029 -0.021 0.031
H 0.004 0.014 0.003
H 0.007 0.034 -0.024
H -0.059 -0.012 0.035
H 0.107 0.069 0.097
H -0.126 0.063 0.046
H 0.046 0.068 0.017
H -0.025 0.126 -0.032
H -0.044 -0.034 -0.033
H 0.080 -0.025 0.029
H -0.017 0.001 0.037
H 0.006 0.022 0.003
H 0.008 0.072 0.041
H -0.002 0.056 0.022

Its HOMO energy is -9.6 eV.